P:
{"formula": "C4H13N2O", "method": "ωB97M-V/def2-TZVPD", "total_charge": 1, "lumo_energy_ev": -3.2, "gap_ev": 11.03, "multiplicity": 1, "symbols": ["C", "C", "C", "C", "N", "N", "H", "H", "H", "H", "H", "H", "H", "H", "H", "H", "H", "H", "H", "O"], "positions_angstrom": [[-2.77515, -1.45720, 0.14816], [-1.74516, -0.84531, 1.11623], [-0.53038, -0.21780, 0.52230], [-0.24886, -0.12188, -0.78028], [1.07789, 0.59609, -1.04289], [0.49820, -0.04045, 1.48622], [-2.87131, -0.87290, -0.76767], [-2.60887, -2.45223, -0.29988], [-3.75443, -1.40848, 0.62959], [-2.28086, -0.21738, 1.83948], [-1.47994, -1.68545, 1.80760], [-0.82647, -0.67967, -1.51373], [1.64409, -0.11124, -1.51179], [1.27615, 0.91208, -0.07815], [0.80264, 1.35811, -1.66249], [0.34161, 0.58029, 2.26812], [0.72347, -0.97029, 1.83645], [4.49346, 1.81372, -1.26204], [4.39795, 3.28069, -1.53535], [3.86595, 2.53929, -1.19991]]}

---

Q:
{"formula": "C4H13N2O", "method": "ωB97M-V/def2-TZVPD", "total_charge": 1, "lumo_energy_ev": -3.1, "gap_ev": 10.34, "multiplicity": 1, "symbols": ["N", "C", "C", "N", "C", "C", "O", "H", "H", "H", "H", "H", "H", "H", "H", "H", "H", "H", "H", "H"], "positions_angstrom": [[0.94589, 1.26378, -1.05347], [0.62508, 1.79526, 0.35632], [-0.81804, 1.39636, 0.68251], [-1.16086, 0.10143, 0.12232], [-0.66508, -1.03455, 0.95147], [-0.04978, -2.12175, 0.06120], [0.80484, -1.49530, -0.89580], [0.69791, 0.26191, -1.09123], [0.44592, 1.76178, -1.75816], [1.95216, 1.35560, -1.17260], [0.72691, 2.86733, 0.23188], [1.46107, 1.45390, 0.94353], [-1.40126, 2.19260, 0.22941], [-0.98077, 1.41593, 1.76071], [-2.16894, 0.02929, 0.08534], [-1.53432, -1.45240, 1.44495], [0.16012, -0.69922, 1.57854], [0.55116, -2.74162, 0.71273], [-0.78201, -2.79400, -0.37249], [1.48268, -2.12717, -1.14020]]}

---

R:
{"formula": "C4H13N2O", "method": "ωB97M-V/def2-TZVPD", "total_charge": 1, "lumo_energy_ev": -3.1, "gap_ev": 10.90, "multiplicity": 1, "symbols": ["O", "C", "C", "N", "H", "H", "H", "H", "H", "C", "C", "N", "H", "H", "H", "H", "H", "H", "H", "H"], "positions_angstrom": [[-0.95472, 0.94748, -1.24444], [-1.17947, 1.61945, -0.27231], [-1.56932, 1.00780, 1.04460], [-1.49506, -0.46012, 0.96842], [-1.06130, 2.71392, -0.30018], [-0.90620, 1.39224, 1.82627], [-2.57511, 1.38132, 1.26518], [-2.09835, -0.84778, 1.68834], [-1.93615, -0.74269, 0.09361], [1.77190, -0.90926, -1.48558], [2.01911, -0.39302, -0.07951], [1.22431, -1.20798, 0.90593], [2.37179, -0.34002, -2.18618], [2.05494, -1.96155, -1.58622], [0.72581, -0.80791, -1.76539], [3.06754, -0.48258, 0.19192], [1.69591, 0.64166, 0.00793], [0.17234, -0.99462, 0.84047], [1.48076, -1.00699, 1.87225], [1.40990, -2.19725, 0.74327]]}

---

S:
{"formula": "C4H13N2O", "method": "ωB97M-V/def2-TZVPD", "total_charge": 1, "lumo_energy_ev": -3.1, "gap_ev": 10.97, "multiplicity": 1, "symbols": ["N", "C", "O", "H", "H", "H", "H", "H", "C", "C", "C", "N", "H", "H", "H", "H", "H", "H", "H", "H"], "positions_angstrom": [[-0.81267, -2.12079, -0.59143], [-2.11229, -1.66886, -0.78176], [-2.29121, -0.16675, -0.94980], [-0.15221, -1.89419, -1.37222], [-0.34741, -1.80814, 0.25553], [-2.50449, -2.11957, -1.67482], [-2.70099, -1.95385, 0.08950], [-3.06685, -0.00151, -0.41358], [2.27820, 1.00408, 2.00543], [1.28909, 1.29475, 0.95937], [1.03039, 0.51084, -0.10293], [0.09085, 0.98754, -1.09069], [3.14804, 0.43216, 1.55382], [2.60693, 1.94308, 2.51692], [1.87318, 0.35716, 2.75241], [0.66033, 2.19910, 1.07013], [1.49431, -0.46201, -0.32928], [-0.18854, 1.95026, -0.83548], [0.50303, 1.04808, -2.03934], [-0.79766, 0.46861, -1.02178]]}

---

Least stable of them? P.

---

P:
{"formula": "C4H13N2O", "method": "ωB97M-V/def2-TZVPD", "total_charge": 1, "lumo_energy_ev": -3.2, "gap_ev": 10.07, "multiplicity": 1, "symbols": ["C", "C", "C", "C", "N", "N", "H", "H", "H", "H", "H", "H", "H", "H", "H", "H", "H", "H", "H", "O"], "positions_angstrom": [[1.12565, -0.70426, 0.24934], [1.11988, 0.25002, -0.92757], [0.66023, 1.68198, -0.55032], [-1.24541, 2.69058, 0.39592], [-0.74083, 1.62286, -0.08394], [-0.21590, -0.81611, 0.94493], [1.78540, -0.23666, 0.97700], [1.36821, -1.72666, -0.00751], [2.11880, 0.39632, -1.33795], [0.47445, -0.02935, -1.75970], [1.37970, 2.21700, 0.07931], [0.61523, 2.19921, -1.50703], [-0.64998, 3.36806, 1.01994], [-2.23363, 3.01208, 0.06869], [-0.08156, -1.27638, 1.84185], [-0.58729, 0.14200, 0.95449], [-0.91073, -1.38004, 0.44865], [0.17769, -3.88110, -0.23118], [-1.33134, -4.09051, -0.36379], [-0.66494, -3.41836, -0.17783]]}

---

Q:
{"formula": "C4H13N2O", "method": "ωB97M-V/def2-TZVPD", "total_charge": 1, "lumo_energy_ev": -2.7, "gap_ev": 10.91, "multiplicity": 1, "symbols": ["C", "C", "C", "C", "N", "N", "O", "H", "H", "H", "H", "H", "H", "H", "H", "H", "H", "H", "H", "H"], "positions_angstrom": [[-2.44817, 0.23803, -0.03109], [0.05281, -1.04309, 1.26266], [-0.06006, -1.20015, -1.16800], [-1.18332, 0.60782, -0.01397], [2.45964, 1.06369, -0.05743], [-0.02238, -0.29668, -0.00650], [-0.69812, 1.86932, -0.00947], [2.38785, 2.04956, -0.28169], [-3.22574, 0.98063, -0.04076], [-2.76680, -0.78494, -0.03287], [0.20373, -0.34948, 2.08848], [-0.86980, -1.59830, 1.43109], [0.88760, -1.74149, 1.22773], [-0.95371, -1.82390, -1.13535], [-0.07659, -0.61513, -2.08524], [0.81584, -1.84466, -1.16787], [3.06976, 0.63793, -0.74771], [2.92631, 0.98746, 0.84023], [0.89384, 0.32370, -0.06465], [-1.39268, 2.53971, -0.00761]]}

---

R:
{"formula": "C4H13N2O", "method": "ωB97M-V/def2-TZVPD", "total_charge": 1, "lumo_energy_ev": -2.9, "gap_ev": 10.61, "multiplicity": 1, "symbols": ["C", "C", "C", "C", "N", "N", "H", "H", "H", "H", "H", "H", "H", "H", "H", "H", "H", "H", "H", "O"], "positions_angstrom": [[0.40655, 0.23362, -1.24434], [0.94550, 1.09395, -0.10098], [1.72406, 0.29432, 0.95066], [1.07900, -1.49234, 2.55845], [0.98754, -0.93070, 1.42223], [-0.64248, -0.73369, -0.66287], [1.29187, -0.44833, -1.65653], [0.04128, 0.89850, -2.16968], [1.64769, 1.93049, -0.38391], [-0.05761, 1.51964, 0.29988], [2.68925, -0.10533, 0.49520], [1.83171, 0.95726, 1.88682], [1.86430, -1.13420, 3.26230], [0.29367, -2.31842, 2.86256], [-0.96399, -1.34233, -1.49056], [-0.35267, -1.29688, 0.18279], [-1.59037, -0.39060, -0.36473], [-3.81522, 1.80574, -1.50213], [-3.91382, 0.58139, -2.60668], [-3.46625, 0.87790, -1.73847]]}

---

Least stable of them? R.

---

P:
{"formula": "C10H9NO2", "method": "ωB97M-V/def2-TZVPD", "total_charge": 0, "lumo_energy_ev": 0.5, "gap_ev": 8.64, "multiplicity": 1, "symbols": ["C", "C", "O", "C", "C", "C", "C", "C", "C", "O", "C", "C", "N", "H", "H", "H", "H", "H", "H", "H", "H", "H"], "positions_angstrom": [[-3.01086, 1.29492, 0.96857], [-1.82875, 1.18761, 0.38744], [-1.05806, 2.30348, 0.20349], [-1.21519, -0.07538, 0.06185], [-1.92010, -1.30008, -0.22632], [-1.33366, -2.45286, -0.65823], [0.04320, -2.51970, -0.60813], [0.81057, -1.38890, -0.40891], [0.23789, -0.17211, -0.11891], [1.13449, 0.96729, 0.03154], [2.50915, 0.83360, -0.35008], [3.46427, 1.38457, 0.39659], [4.47851, 1.63923, 1.04891], [-3.41726, 2.36959, 1.11500], [-3.65895, 0.45918, 1.16488], [-0.22725, 1.94839, -0.11934], [-3.11143, -1.19429, -0.20004], [-1.88932, -3.39954, -0.99955], [0.50567, -3.45412, -0.79297], [1.86119, -1.38939, -0.54112], [2.76175, 0.32288, -1.29858], [4.86412, 2.63561, 0.94391]]}

---

Q:
{"formula": "C10H9NO2", "method": "ωB97M-V/def2-TZVPD", "total_charge": 0, "lumo_energy_ev": 0.4, "gap_ev": 9.52, "multiplicity": 1, "symbols": ["C", "C", "C", "C", "C", "C", "C", "C", "C", "C", "H", "H", "H", "H", "H", "H", "H", "H", "H", "N", "O", "O"], "positions_angstrom": [[-4.28568, -0.54939, 0.02745], [-1.93733, 0.47004, -0.03483], [-1.26100, 1.51412, -0.19640], [0.09167, 1.48950, -0.17401], [0.69262, 0.16341, -0.03659], [-0.01709, -0.90371, 0.19683], [-1.46236, -0.86208, 0.24868], [2.14320, 0.13693, 0.08468], [4.30078, 0.23099, 0.65394], [4.23121, -0.26335, -0.68918], [-3.86194, -1.47837, -0.70239], [-4.09917, -0.97605, 0.86602], [-5.02124, -0.12255, 0.21498], [-1.99584, 2.31545, -0.58590], [1.04175, 2.41993, -0.15934], [0.67400, -2.05806, 0.20749], [-1.94798, -1.56131, 0.04038], [5.36403, 0.16106, 1.55566], [4.92068, -0.70648, -1.55512], [2.93656, 0.36357, 1.07988], [-3.44577, 0.47184, -0.06157], [2.93893, -0.25549, -0.98067]]}

---

Least stable of them? Q.

---

P:
{"formula": "C4H6NO3", "method": "ωB97M-V/def2-TZVPD", "total_charge": -1, "lumo_energy_ev": 3.6, "gap_ev": 6.83, "multiplicity": 1, "symbols": ["O", "C", "C", "C", "N", "C", "O", "O", "H", "H", "H", "H", "H", "H"], "positions_angstrom": [[-0.19470, -0.39181, 2.93233], [0.52759, -0.32684, 1.99330], [0.42364, 0.77404, 0.87692], [-0.85019, 0.31849, 0.11835], [-0.67468, -0.11496, -1.30582], [0.44207, -0.55860, -2.06916], [0.24842, -0.76521, -3.28843], [1.48766, -1.03026, -1.63572], [1.22498, -1.04725, 1.66830], [1.41549, 0.75711, 0.35819], [0.45286, 1.85478, 1.30043], [-1.38910, -0.36425, 0.73674], [-1.58396, 1.05416, 0.08188], [-1.53009, -0.15940, -1.76732]]}

---

Q:
{"formula": "C4H6NO3", "method": "ωB97M-V/def2-TZVPD", "total_charge": -1, "lumo_energy_ev": 0.4, "gap_ev": 4.59, "multiplicity": 1, "symbols": ["O", "C", "C", "C", "C", "O", "O", "N", "H", "H", "H", "H", "H", "H"], "positions_angstrom": [[2.20222, -0.24870, -1.84552], [1.73381, -0.37163, -0.60329], [0.86728, 0.87595, -0.03439], [0.24855, -0.64655, -0.04553], [-2.63501, -0.45200, 0.11517], [-2.96327, -1.39631, 0.87155], [-2.91392, -0.34955, -1.11974], [1.15096, 1.42403, 1.22158], [2.48306, -0.80685, 0.20253], [-2.26381, 0.49227, 0.56619], [0.02013, -1.01375, 0.93854], [-0.45171, -0.86162, -0.83774], [0.49896, 1.58465, -0.82080], [2.02275, 1.77008, 1.39144]]}

---

Least stable of them? Q.

---

P:
{"formula": "C3H10N3S", "method": "ωB97M-V/def2-TZVPD", "total_charge": 1, "lumo_energy_ev": -5.4, "gap_ev": 8.03, "multiplicity": 1, "symbols": ["C", "C", "C", "N", "N", "N", "S", "H", "H", "H", "H", "H", "H", "H", "H", "H", "H"], "positions_angstrom": [[0.32269, 1.77892, -1.19740], [-0.33947, -1.97783, -0.53310], [0.76350, 0.39587, 0.79885], [-1.36403, 0.39299, -0.30949], [0.23727, -0.04792, 1.98478], [-0.22862, 0.86900, -0.19403], [1.30663, -1.40065, -0.47231], [0.27545, 2.77705, -0.98426], [-0.29488, 1.95351, -2.11340], [1.31072, 1.49997, -1.39792], [-0.65142, -2.56044, -1.39760], [-1.09038, -1.08202, -0.72532], [-0.56037, -2.51134, 0.40408], [1.62252, 1.06914, 0.87526], [-1.77531, -0.13415, 0.51180], [0.82190, -0.00600, 2.80866], [-0.35618, -1.01609, 1.94138]]}

---

Q:
{"formula": "C3H10N3S", "method": "ωB97M-V/def2-TZVPD", "total_charge": 1, "lumo_energy_ev": -3.4, "gap_ev": 9.76, "multiplicity": 1, "symbols": ["C", "S", "C", "N", "C", "N", "N", "H", "H", "H", "H", "H", "H", "H", "H", "H", "H"], "positions_angstrom": [[2.08429, 0.50676, -0.60749], [1.99708, -0.89572, 0.50625], [0.18301, -0.47187, 0.96602], [-0.26573, 0.79485, 0.80343], [-1.06381, 0.89816, -0.36359], [-1.76246, -0.50369, -0.47270], [-0.77532, -1.40737, -0.00133], [1.28947, 0.55328, -1.28690], [3.01291, 0.73295, -1.13363], [1.85357, 1.37133, 0.08849], [0.18245, -0.86995, 2.07884], [-0.59450, 1.32147, 1.63466], [-1.82121, 1.62785, -0.49551], [-0.52182, 0.88807, -1.34749], [-2.45976, -0.54911, 0.26600], [-0.08033, -1.66068, -0.82733], [-1.25784, -2.33632, 0.19226]]}

---

Least stable of them? P.

---

P:
{"formula": "C4H8N2", "method": "ωB97M-V/def2-TZVPD", "total_charge": 2, "lumo_energy_ev": -11.0, "gap_ev": 7.27, "multiplicity": 1, "symbols": ["C", "C", "C", "C", "N", "N", "H", "H", "H", "H", "H", "H", "H", "H"], "positions_angstrom": [[-0.54178, -0.79994, -0.13749], [0.36821, 0.13762, 0.24460], [-2.88827, -2.74260, -0.74799], [0.85203, 1.35455, 0.83029], [0.51970, -0.50719, -0.92822], [2.08719, 1.85707, 0.20905], [-2.24392, -3.13133, -1.58711], [-3.08105, -1.75837, -0.64171], [-3.29484, -3.51010, 0.05316], [0.90522, 1.20006, 1.97943], [-0.13015, 2.04073, 0.75185], [3.01755, 1.34959, 0.41268], [2.36399, 2.83626, 0.47542], [2.06611, 1.67367, -0.91395]]}

---

Q:
{"formula": "C4H8N2", "method": "ωB97M-V/def2-TZVPD", "total_charge": 2, "lumo_energy_ev": -10.1, "gap_ev": 9.44, "multiplicity": 1, "symbols": ["C", "C", "C", "C", "N", "N", "H", "H", "H", "H", "H", "H", "H", "H"], "positions_angstrom": [[-1.14386, -0.13419, -0.10618], [0.26985, -0.13235, -0.07636], [-3.67425, 0.00603, 0.01975], [1.53996, 0.13121, 0.61758], [-0.36219, -0.35672, -1.22830], [2.74177, -0.04436, -0.29136], [-3.40001, 0.49212, 0.98736], [-3.55913, -1.10367, 0.00275], [-4.24241, 0.51411, -0.79437], [1.47403, -0.32824, 1.66030], [1.43709, 1.18059, 0.96036], [2.64078, 0.52254, -1.15857], [2.69954, -0.93554, -0.87297], [3.57883, 0.18845, 0.27999]]}

---

Least stable of them? P.